[1]
A structure of composition C27H35F2MoN6OPS. Source: the Open Molecules 2025 dataset; level of theory: ωB97M-V/def2-TZVPD.

```
74
Properties=species:S:1:pos:R:3:mulliken_charge:R:1
Mo 0.15 0.05 -0.04 -1.17
O 0.84 -1.83 -0.15 -0.51
N 2.12 -2.19 -0.31 0.51
C 2.42 -3.49 -0.54 -0.19
C 3.74 -3.84 -0.69 -0.80
C 4.73 -2.86 -0.59 -0.34
C 4.39 -1.55 -0.33 -0.91
C 3.04 -1.22 -0.18 0.74
S 2.40 0.36 0.22 -0.26
H 1.57 -4.15 -0.58 0.52
H 3.99 -4.87 -0.87 0.47
H 5.77 -3.13 -0.71 0.47
H 5.13 -0.77 -0.22 0.53
F 2.39 3.70 3.48 -0.28
C 1.51 3.50 2.52 0.04
C 1.34 2.19 2.06 0.30
C 0.44 1.92 1.04 0.32
C -0.39 2.98 0.57 0.02
C -0.14 4.27 1.04 0.25
F -0.86 5.28 0.56 -0.30
C 0.81 4.57 1.99 -0.83
C -1.59 2.59 -0.15 0.47
C -2.72 3.38 -0.37 -0.76
C -3.89 2.78 -0.82 -0.80
C -3.91 1.41 -1.05 -0.70
C -2.74 0.70 -0.88 -0.81
N -1.61 1.27 -0.45 1.12
H 1.96 1.44 2.53 0.69
H 0.97 5.58 2.34 0.57
H -2.70 4.44 -0.17 0.67
H -4.77 3.38 -0.97 0.48
H -4.81 0.90 -1.38 0.60
H -2.70 -0.37 -1.08 0.55
C -1.38 2.10 -3.68 -1.30
C -1.24 0.59 -3.83 0.62
C -2.62 -0.04 -4.04 -1.83
P -0.05 -0.24 -2.68 1.55
C 1.64 0.36 -3.13 0.87
C 2.05 0.15 -4.60 -1.58
C 1.88 1.83 -2.74 -2.12
C -0.17 -2.06 -3.02 0.86
C -1.23 -2.74 -2.15 -1.57
C -0.36 -2.43 -4.50 -1.43
H -1.98 2.47 -4.52 0.45
H -0.44 2.64 -3.70 0.30
H -1.92 2.36 -2.77 0.17
H -0.67 0.40 -4.76 0.80
H -3.36 0.41 -3.38 0.37
H -2.66 -1.12 -3.93 0.29
H -2.93 0.18 -5.06 0.47
H 2.30 -0.28 -2.53 -0.06
H 1.43 0.74 -5.27 0.38
H 2.04 -0.89 -4.91 0.39
H 3.07 0.51 -4.72 0.47
H 1.74 2.47 -3.60 0.49
H 2.92 1.95 -2.42 0.39
H 1.24 2.20 -1.93 0.44
H 0.82 -2.42 -2.71 0.40
H -2.24 -2.50 -2.47 0.23
H -1.13 -2.51 -1.09 0.27
H -1.12 -3.82 -2.26 0.51
H -1.31 -2.09 -4.89 0.30
H -0.35 -3.52 -4.57 0.51
H 0.43 -2.05 -5.14 0.27
N -1.90 -1.37 5.92 -0.35
C -2.31 -1.32 4.67 0.65
N -3.60 -1.28 4.37 -0.31
N -1.37 -1.34 3.72 -0.50
C -1.19 -1.03 2.54 0.62
N -0.91 -0.73 1.43 -0.55
H -2.54 -1.41 6.70 0.22
H -0.91 -1.40 6.12 0.24
H -4.32 -1.31 5.08 0.23
H -3.90 -1.32 3.41 0.19
```

<S²> = 0.770
Energy above the lowest of the compared OMol25 structures with the same formula, charge and spin = 14.1 kcal per mole
Orbital gap (alpha / beta) = 6.16 / 6.25 eV
Energy = -66945.22271 eV
Max |F| = 0.6 eV/A
2S+1 = 2
Charge = +3
E_HOMO (alpha / beta) = -16.33 / -16.33 eV

***

[2]
The ion C6H2FO4S with charge -1 in a non-equilibrium geometry. Source: the Open Molecules 2025 dataset; level of theory: ωB97M-V/def2-TZVPD.

```
14
Properties=species:S:1:pos:R:3:nbo_charge:R:1
C 0.93 0.51 2.01 -0.30
C 2.11 0.73 1.33 0.06
C 0.04 0.00 0.99 -0.29
C -1.21 -0.52 0.53 0.31
C 0.83 -0.05 -0.16 0.56
C -1.01 -0.91 -0.90 -0.10
O -2.31 0.81 -2.30 -1.03
O -1.04 -0.86 -3.61 -1.03
O 2.06 0.39 0.00 -0.41
O 0.25 -0.56 -1.21 -0.39
F -2.38 -0.58 1.16 -0.32
S -2.02 -0.60 -2.53 1.51
H 0.60 0.60 3.02 0.23
H 3.15 1.04 1.67 0.20
```

Energy above the lowest of the compared OMol25 structures with the same formula, charge and spin = 0.0 kcal per mole
Orbital gap = 6.92 eV
Energy = -27994.89968 eV
Max |F| = 4.8 eV/A
Charge = -1
E_HOMO = -3.61 eV

***

[3]
A cluster of 10 separate species, C25H64Cl4F6O21PS7 in total in a non-equilibrium geometry. Source: the Open Molecules 2025 dataset; level of theory: ωB97M-V/def2-TZVPD.

```
128
Properties=species:S:1:pos:R:3:mulliken_charge:R:1
P -3.72 15.49 3.09 1.20
F -2.75 16.12 1.92 -0.38
F -3.86 16.98 3.70 -0.36
F -5.04 15.64 2.20 -0.35
F -4.66 14.81 4.24 -0.37
F -3.48 14.01 2.41 -0.39
F -2.40 15.22 4.01 -0.37
Cl -1.60 11.36 -2.32 -0.18
C -1.56 9.91 -1.20 -0.42
C -2.77 8.93 -1.41 -0.50
Cl -4.39 9.75 -1.15 -0.17
H -1.52 10.33 -0.19 0.33
H -0.67 9.30 -1.32 0.30
H -2.72 8.01 -0.82 0.34
H -2.78 8.51 -2.41 0.31
Cl -5.87 16.06 -4.48 -0.22
C -4.80 16.51 -3.08 -0.35
C -3.55 17.16 -3.45 -0.41
Cl -3.55 18.86 -3.78 -0.20
H -4.57 15.57 -2.56 0.28
H -5.39 17.10 -2.38 0.31
H -3.20 16.56 -4.30 0.31
H -2.80 17.16 -2.66 0.27
O -8.92 12.09 5.89 -0.55
S -8.94 10.69 5.44 1.07
O -8.43 9.64 6.33 -0.57
O -10.53 10.34 4.88 -0.31
C -10.87 8.99 4.70 -0.26
C -11.56 8.55 6.02 -1.12
C -8.04 10.60 3.76 -0.74
H -9.97 8.37 4.65 0.26
H -11.44 8.77 3.80 0.38
H -11.85 7.50 6.04 0.37
H -12.48 9.11 6.18 0.29
H -10.95 8.70 6.91 0.29
H -8.06 9.56 3.44 0.29
H -7.01 10.93 3.91 0.40
H -8.69 11.17 3.09 0.19
O -12.81 15.38 1.02 -0.60
S -11.43 14.95 1.18 1.10
O -10.56 15.34 2.25 -0.53
O -11.38 13.27 1.13 -0.29
C -12.05 12.61 0.07 -0.38
C -11.05 11.76 -0.67 -1.04
C -10.47 15.35 -0.42 -0.85
H -12.49 13.31 -0.64 0.39
H -12.87 12.02 0.48 0.34
H -11.54 11.29 -1.52 0.35
H -10.59 11.05 0.02 0.28
H -10.16 12.30 -0.98 0.29
H -10.50 16.44 -0.51 0.37
H -10.99 14.91 -1.27 0.29
H -9.49 14.93 -0.20 0.29
O 5.21 13.90 0.83 -0.60
S 4.51 14.97 0.05 1.12
O 4.73 16.40 0.25 -0.56
O 4.61 14.65 -1.59 -0.31
C 4.49 13.33 -2.02 -0.03
C 4.21 13.28 -3.53 -1.29
C 2.64 14.62 0.17 -0.93
H 3.78 12.68 -1.51 0.30
H 5.47 12.86 -1.89 0.25
H 3.21 13.53 -3.88 0.31
H 4.46 12.35 -4.04 0.37
H 4.85 14.01 -4.04 0.33
H 2.49 13.54 0.17 0.32
H 2.16 15.12 -0.67 0.31
H 2.36 15.20 1.06 0.41
O 7.20 14.03 7.82 -0.62
S 6.46 12.72 7.77 1.10
O 6.46 11.83 8.96 -0.58
O 4.88 13.07 7.44 -0.29
C 4.58 14.21 6.67 -0.06
C 3.07 14.15 6.38 -1.27
C 6.99 11.66 6.25 -0.88
H 5.10 14.13 5.72 0.31
H 4.82 15.13 7.22 0.28
H 2.67 15.09 6.02 0.37
H 2.61 13.89 7.33 0.33
H 2.72 13.35 5.73 0.32
H 6.19 10.94 6.07 0.32
H 7.89 11.14 6.56 0.35
H 7.07 12.25 5.34 0.32
O -3.11 18.07 8.46 -0.54
S -1.99 18.87 9.03 1.10
O -2.21 19.87 10.07 -0.59
O -0.90 17.69 9.62 -0.32
C 0.10 18.10 10.55 -0.31
C -0.42 18.10 12.00 -1.00
C -0.94 19.59 7.70 -0.91
H 0.55 19.05 10.26 0.25
H 0.87 17.34 10.40 0.36
H -0.86 17.11 12.13 0.25
H -1.02 18.95 12.34 0.30
H 0.42 18.11 12.70 0.38
H -0.19 20.25 8.12 0.33
H -1.66 20.09 7.04 0.39
H -0.57 18.71 7.16 0.31
O -5.29 13.68 9.89 -0.56
S -4.30 12.77 10.47 1.14
O -3.56 13.15 11.73 -0.63
O -5.07 11.30 10.70 -0.31
C -4.40 10.26 11.48 -0.19
C -4.55 10.58 12.97 -0.98
C -3.09 12.28 9.11 -0.90
H -3.36 10.26 11.13 0.18
H -4.88 9.30 11.32 0.31
H -4.45 11.64 13.21 0.30
H -4.01 9.89 13.60 0.34
H -5.57 10.33 13.25 0.29
H -2.53 13.18 8.86 0.36
H -3.77 12.00 8.31 0.33
H -2.43 11.44 9.32 0.32
O -7.60 20.15 2.22 -0.56
S -7.30 21.29 1.33 1.18
O -7.68 21.12 -0.13 -0.62
O -7.92 22.69 2.00 -0.35
C -7.54 23.98 1.38 -0.15
C -8.59 24.47 0.44 -1.09
C -5.46 21.62 1.34 -0.95
H -6.61 23.99 0.81 0.20
H -7.40 24.68 2.20 0.36
H -9.55 23.98 0.57 0.28
H -8.24 24.17 -0.55 0.29
H -8.61 25.56 0.42 0.35
H -5.25 22.11 2.29 0.32
H -5.19 22.21 0.46 0.33
H -4.90 20.70 1.21 0.40
```

Orbital gap = 10.06 eV
Energy = -221490.61375 eV
Max |F| = 4.4 eV/A
Charge = -1
E_HOMO = -8.50 eV

***

[4]
A cluster of 5 separate species, C15H20O15 in total in a non-equilibrium geometry. Source: the Open Molecules 2025 dataset; level of theory: ωB97M-V/def2-TZVPD.

```
50
Properties=species:S:1:pos:R:3:nbo_charge:R:1
O -4.32 -1.26 -7.13 -0.59
C -4.35 -0.90 -5.97 0.97
O -3.94 -1.65 -4.91 -0.51
C -3.63 -0.80 -3.82 -0.10
C -4.51 0.35 -4.14 -0.11
O -4.71 0.27 -5.54 -0.47
H -3.71 -1.26 -2.84 0.21
H -2.59 -0.57 -4.03 0.18
H -3.98 1.27 -3.91 0.22
H -5.50 0.39 -3.67 0.19
O -2.49 1.68 -1.38 -0.61
C -1.84 0.77 -0.85 0.98
O -1.79 -0.43 -1.28 -0.49
C -0.74 -1.25 -0.67 -0.10
C -0.26 -0.28 0.41 -0.10
O -1.09 0.84 0.27 -0.50
H -1.19 -2.13 -0.21 0.22
H 0.01 -1.59 -1.39 0.21
H 0.77 -0.04 0.17 0.20
H -0.21 -0.69 1.41 0.20
O 2.96 3.23 -3.89 -0.59
C 2.76 3.03 -2.70 0.96
O 1.58 2.64 -2.22 -0.48
C 1.70 2.56 -0.81 -0.11
C 2.98 3.28 -0.48 -0.10
O 3.65 3.16 -1.74 -0.49
H 0.84 3.08 -0.39 0.22
H 1.83 1.52 -0.51 0.18
H 3.47 2.82 0.38 0.21
H 2.87 4.36 -0.42 0.19
O 2.17 0.02 2.24 -0.63
C 3.33 0.32 2.56 0.98
O 3.78 0.16 3.76 -0.47
C 5.06 0.73 3.91 -0.10
C 5.47 0.95 2.43 -0.10
O 4.25 0.81 1.75 -0.48
H 5.04 1.56 4.62 0.20
H 5.63 -0.10 4.33 0.20
H 6.10 0.14 2.06 0.20
H 5.93 1.94 2.41 0.21
O -0.92 -5.12 2.29 -0.59
C -1.51 -4.17 2.75 0.96
O -1.61 -3.89 3.97 -0.46
C -2.46 -2.71 4.09 -0.12
C -2.40 -2.00 2.78 -0.10
O -1.92 -3.14 2.05 -0.51
H -3.46 -3.03 4.39 0.20
H -2.02 -2.08 4.86 0.21
H -1.68 -1.19 2.66 0.19
H -3.31 -1.60 2.34 0.21
```

Energy above the lowest of the compared OMol25 structures with the same formula, charge and spin = 45.7 kcal per mole
Orbital gap = 10.34 eV
Energy = -46589.94420 eV
Max |F| = 5.2 eV/A
E_HOMO = -10.43 eV
SMILES = O=C1OCCO1.O=C1OCCO1.O=C1OCCO1.O=C1OCCO1.O=C1OCCO1

***

[5]
A structure of composition CH22F3LiO18PSZr in a non-equilibrium geometry. Source: the Open Molecules 2025 dataset; level of theory: ωB97M-V/def2-TZVPD.

```
48
Properties=species:S:1:pos:R:3:mulliken_charge:R:1
Li 11.56 8.63 9.18 0.82
Zr 16.28 5.63 9.89 0.74
C 19.95 7.22 7.60 0.59
F 20.67 8.24 7.20 -0.18
F 20.10 6.20 6.77 -0.20
F 20.36 6.87 8.83 -0.24
S 18.21 7.81 7.74 1.29
O 17.56 6.71 8.51 -0.51
O 18.29 9.02 8.50 -0.69
O 17.76 7.94 6.40 -0.77
P 13.86 6.40 9.61 0.57
O 12.49 6.89 9.44 -0.22
O 14.43 5.05 9.06 -0.42
O 14.60 6.18 11.04 -0.57
O 15.09 7.25 9.16 0.63
O 14.95 7.35 6.36 -0.66
H 15.09 7.57 7.30 0.21
H 15.79 7.57 5.94 0.36
O 16.62 5.20 12.44 -0.44
H 16.06 5.62 13.11 0.27
H 17.03 4.45 12.89 0.29
O 9.77 7.76 9.32 -0.63
H 8.96 7.69 9.84 0.31
H 10.16 6.88 9.42 0.34
O 17.10 7.55 10.97 -0.37
H 16.52 8.09 11.53 0.25
H 18.00 7.89 11.09 0.26
O 14.93 9.90 9.24 -0.70
H 15.02 8.96 9.48 0.14
H 15.76 10.12 8.81 0.33
O 15.97 3.48 10.57 -0.49
H 15.87 2.81 9.89 0.31
H 15.44 3.18 11.33 0.31
O 12.86 7.01 12.96 -0.73
H 13.08 6.40 13.67 0.31
H 13.54 6.87 12.27 0.45
O 16.65 4.26 8.03 -0.49
H 15.82 4.09 7.54 0.25
H 17.31 3.67 7.64 0.28
O 12.10 3.50 8.67 -0.62
H 12.26 2.79 9.30 0.31
H 12.91 4.03 8.67 0.38
O 12.32 6.37 6.57 -0.65
H 13.10 6.66 6.07 0.40
H 12.55 6.56 7.48 0.17
O 10.90 5.59 11.25 -0.70
H 11.42 5.91 12.00 0.38
H 11.42 5.86 10.48 0.38
```

Energy above the lowest of the compared OMol25 structures with the same formula, charge and spin = 0.0 kcal per mole
Orbital gap = 8.67 eV
Energy = -68014.92068 eV
Max |F| = 4.0 eV/A
Charge = +1
E_HOMO = -13.00 eV

***

[6]
The molecule C6H7Br2N in a non-equilibrium geometry. Source: the Open Molecules 2025 dataset; level of theory: ωB97M-V/def2-TZVPD.

```
16
Properties=species:S:1:pos:R:3:nbo_charge:R:1
C -0.30 1.44 1.77 -0.37
N 0.04 0.61 0.64 -0.50
C 1.07 -0.28 0.53 0.18
Br 2.59 0.00 1.71 0.04
C 1.19 -1.15 -0.49 -0.30
C 0.13 -1.39 -1.52 -0.44
C -0.91 -0.42 -1.34 -0.27
C -0.99 0.49 -0.37 0.15
Br -2.40 1.84 -0.42 0.05
H -1.30 1.00 2.11 0.19
H 0.41 1.21 2.46 0.22
H -0.38 2.40 1.53 0.20
H 1.93 -1.88 -0.39 0.22
H 0.58 -1.26 -2.54 0.21
H -0.15 -2.45 -1.52 0.21
H -1.50 -0.15 -2.17 0.22
```

Energy above the lowest of the compared OMol25 structures with the same formula, charge and spin = 28.9 kcal per mole
Orbital gap = 8.16 eV
Energy = -147908.35860 eV
Max |F| = 6.1 eV/A
E_HOMO = -7.67 eV
SMILES = CN1C(Br)=CCC=C1Br

***

[7]
A cluster of 2 separate species, C2H3N2O in total in a non-equilibrium geometry. Source: the Open Molecules 2025 dataset; level of theory: ωB97M-V/def2-TZVPD.

```
8
Properties=species:S:1:pos:R:3:nbo_charge:R:1
C 1.86 -0.98 0.36 0.37
C -2.68 -0.01 0.32 0.45
N 1.14 -0.15 0.04 0.00
N 0.31 0.75 -0.34 -0.54
O -3.72 -0.37 0.13 -0.45
H 2.52 -1.72 0.74 0.31
H 0.37 1.65 0.08 0.43
H 0.20 0.83 -1.32 0.43
```

Energy above the lowest of the compared OMol25 structures with the same formula, charge and spin = 56.8 kcal per mole
Orbital gap = 11.29 eV
Energy = -7139.91937 eV
Max |F| = 1.7 eV/A
Charge = +1
E_HOMO = -16.19 eV

***

[8]
A structure of composition C3H7NO2. Source: the Open Molecules 2025 dataset; level of theory: ωB97M-V/def2-TZVPD.

```
13
Properties=species:S:1:pos:R:3:nbo_charge:R:1
C 1.92 -0.16 -0.05 -0.42
N 0.52 -0.13 -0.44 -0.71
C -0.44 0.61 0.56 0.62
O 0.01 1.35 1.40 -0.55
C -1.62 -0.23 0.43 -0.32
O -2.15 -0.37 -0.87 -0.73
H 2.28 0.85 0.19 0.21
H 2.03 -0.77 0.85 0.21
H 2.53 -0.59 -0.84 0.21
H 0.37 0.16 -1.41 0.41
H -2.37 -0.15 1.23 0.19
H -0.37 -0.96 0.01 0.41
H -2.71 0.39 -1.06 0.47
```

Energy above the lowest of the compared OMol25 structures with the same formula, charge and spin = 101.0 kcal per mole
Orbital gap = 8.77 eV
Energy = -8806.14756 eV
Max |F| = 0.5 eV/A
E_HOMO = -8.15 eV